# 1
Below is a molecular structure, C48H53Cl2F9NO4P2S2SiZr in a non-equilibrium geometry, with properties calculated with the ωB97M-V functional and the def2-TZVPD basis.

Last column: Mulliken spin population.
Positions of all 123 atoms, in Å:
C1 -0.083 -1.898 -0.338  0.13
H1 -1.507 1.875 5.151  0.00
F1 -4.222 4.575 -7.533  0.00
C2 -2.236 -2.413 0.582  0.06
H2 -0.738 -2.982 2.056  -0.11
C3 -5.408 -2.046 -1.199  0.00
C4 4.274 1.792 2.598  0.00
Cl1 -5.410 0.394 -2.400  0.00
C5 2.936 0.260 0.209  0.03
O1 -0.116 -0.639 -0.295  -0.01
H3 0.489 3.791 0.695  0.00
H4 -2.795 1.037 7.158  0.00
H5 1.445 -2.928 4.430  -0.01
H6 -2.078 3.600 -3.422  0.00
C6 -2.914 3.506 -5.379  0.00
H7 2.458 -0.378 -0.539  -0.01
C7 -7.478 -1.313 -2.275  0.00
F2 -4.950 2.623 -8.133  0.00
H8 2.459 -1.887 -3.627  0.00
H9 -3.572 0.664 -7.098  0.00
H10 -3.779 3.909 0.373  0.00
H11 7.171 0.363 1.382  0.00
H12 4.796 -0.239 4.272  0.00
C8 4.263 -2.835 -0.527  0.01
H13 0.110 -1.567 -2.958  0.00
O2 0.200 0.854 5.688  0.01
C9 -0.181 -2.759 5.869  -0.01
F3 -0.609 5.748 1.795  0.00
H14 -5.377 -1.441 1.393  0.00
H15 0.514 2.656 -3.516  0.00
H16 6.184 -0.961 3.475  0.00
F4 -2.774 5.784 1.644  0.00
Cl2 -5.208 -4.538 -0.117  0.00
H17 -2.113 -2.416 3.990  0.00
C10 -1.545 2.051 -1.384  0.00
H18 6.166 1.571 0.584  0.00
C11 -2.825 3.519 0.047  0.00
C12 -1.347 -2.654 -0.628  -0.03
H19 0.579 2.084 -1.059  -0.01
H20 3.325 1.493 3.051  0.00
S1 -0.065 1.122 2.722  -0.02
F5 4.431 0.377 -5.628  0.00
C13 2.803 0.207 -3.929  0.00
H21 3.451 1.057 -0.335  0.00
H22 -1.369 0.134 7.678  0.00
H23 -1.328 1.896 7.636  0.00
C14 5.861 -1.032 -1.031  0.00
C15 -4.353 -1.759 1.542  0.01
C16 -3.333 2.689 -6.415  0.00
C17 0.937 1.659 -3.535  0.00
C18 -8.110 -2.490 -1.905  0.00
H24 5.831 -3.061 1.795  0.00
C19 5.179 0.591 2.286  0.00
H25 6.409 -1.736 -1.666  0.00
C20 -2.530 -2.309 3.000  0.06
H26 -0.807 -3.459 5.315  0.00
C21 2.254 1.485 -3.910  0.00
C22 -2.771 2.562 -0.947  0.00
F6 5.047 0.855 -3.611  0.00
C23 -3.867 3.287 -7.688  0.00
H27 2.858 2.341 -4.181  0.00
H28 -1.151 -3.716 -0.771  0.00
C24 6.411 1.126 1.550  0.00
C25 -1.705 4.969 1.754  0.00
H29 2.164 0.799 0.786  -0.01
C26 -3.558 -2.004 0.425  0.00
C27 5.639 -0.026 3.614  0.00
H30 6.872 1.913 2.155  0.00
C28 -1.646 3.973 0.628  0.00
C29 -2.396 2.944 -4.220  0.00
C30 -1.705 1.012 7.124  0.00
Zr1 0.789 -1.071 1.707  0.81
H31 -0.812 -1.970 6.279  0.00
P1 -1.590 0.711 -2.615  0.00
C31 -3.850 -1.916 2.820  -0.01
H32 5.118 -0.544 -1.667  0.00
H33 -1.813 -2.248 -1.523  0.00
H34 6.305 0.675 4.127  0.00
C32 -1.234 0.967 5.693  0.00
H35 -9.144 -2.661 -2.167  0.00
H36 -2.674 -0.324 -5.045  0.00
Si1 4.175 -0.685 1.278  -0.03
C33 0.920 -2.173 5.013  0.01
H37 6.573 -0.274 -0.709  0.00
H38 -3.696 2.205 -1.385  0.00
O3 0.361 -1.191 4.088  -0.01
C34 -1.739 -2.549 1.888  0.06
C35 -6.069 -3.237 -0.883  0.00
H39 3.482 -2.361 -1.128  0.00
H40 4.780 2.453 3.309  0.00
S2 3.031 -1.927 2.561  0.03
F7 -1.802 4.362 2.954  0.00
H41 4.853 -3.471 -1.195  0.00
C36 4.245 0.049 -4.334  0.00
C37 5.197 -1.799 0.120  0.01
F8 4.688 -1.207 -4.172  0.00
H42 3.769 -3.471 0.207  0.00
C38 -0.427 3.461 0.224  0.00
P2 1.039 0.397 4.362  0.02
N1 -4.075 -1.818 -0.890  0.00
F9 -2.953 3.248 -8.678  0.00
H43 -1.664 0.117 5.154  0.00
H44 4.052 2.382 1.707  0.00
C39 -7.398 -3.451 -1.209  0.00
C40 0.709 -0.705 -3.221  0.00
C41 -0.379 2.497 -0.776  0.00
H45 1.665 -1.674 5.639  0.00
H46 6.737 -3.307 0.304  0.00
H47 -4.484 -1.717 3.673  0.00
C42 -3.236 1.308 -6.296  0.00
C43 6.260 -2.547 0.933  0.00
C44 -2.726 0.755 -5.138  0.00
H48 -7.851 -4.391 -0.928  0.00
C45 -2.294 1.564 -4.085  0.00
H49 0.257 -3.308 6.704  0.00
H50 -7.998 -0.546 -2.831  0.00
C46 2.032 -0.895 -3.601  0.00
H51 -2.990 4.581 -5.469  0.00
C47 -6.161 -1.103 -1.917  0.00
O4 0.946 -2.523 0.083  0.02
H52 7.048 -1.886 1.297  0.00
C48 0.152 0.566 -3.162  0.00
H53 -3.677 -1.007 -1.351  0.00

Computed properties:
HOMO-LUMO gap (spin up / spin down) in eV: 6.51 / 8.40
Spin multiplicity: 2
Electronic energy in hartree: -5851.72462
Energy above the lowest of the compared OMol25 structures with the same formula, charge and spin in eV: 0.000
Total charge: 0
E_LUMO (spin up / spin down) in eV: -0.01 / 0.00

=====

# 2
Below is a molecular structure, C48H55Br2GeIN6OPSn, with properties calculated with the ωB97M-V functional and the def2-TZVPD basis.

Last column: Mulliken spin population.
Positions of all 116 atoms, in Å:
H1 5.229 0.030 2.094  0.00
Br1 -2.141 -3.708 1.607  0.04
H2 -5.777 -2.303 -1.550  0.00
H3 7.313 3.327 -0.477  0.00
C1 4.400 0.919 -1.267  0.00
N1 -2.240 0.541 2.688  0.00
H4 -4.909 -1.161 1.027  0.00
H5 0.084 -0.622 4.875  0.00
H6 -5.718 2.845 -0.073  0.00
H7 -0.716 -1.518 3.591  0.02
C2 -5.465 -0.273 -0.854  0.00
C3 3.748 -1.475 2.475  0.01
C4 5.515 0.978 -2.112  0.00
C5 1.611 0.536 -6.184  0.00
C6 1.693 -5.099 2.200  0.21
C7 1.362 -0.711 -5.625  0.00
C8 6.564 1.837 -1.820  0.00
H8 -5.022 0.600 1.062  0.00
H9 -1.739 -1.181 -0.773  -0.01
C9 1.746 -0.970 -4.319  0.00
C10 -1.270 3.480 -3.925  0.00
C11 3.842 -3.874 2.633  0.05
C12 -3.547 4.665 1.764  0.00
C13 2.497 -3.913 2.225  0.03
H10 -1.715 3.548 2.074  0.00
C14 -3.437 0.023 3.368  0.00
H11 -3.566 5.268 2.673  0.00
N2 -0.877 1.082 0.415  0.01
H12 3.120 2.051 -3.562  0.00
H13 -3.216 -2.492 -2.209  0.00
H14 -0.712 0.222 -3.257  0.00
H15 7.425 1.875 -2.472  0.00
C15 2.627 1.276 -4.138  0.00
C16 -0.671 1.302 -3.180  0.00
H16 -2.817 3.604 -0.587  0.00
C17 0.315 -5.035 2.032  -0.05
H17 5.339 3.250 1.001  0.00
H18 -2.679 -0.117 -1.822  0.00
C18 -0.509 4.002 -2.892  0.00
C19 4.347 1.739 -0.147  0.00
P1 -2.293 0.915 1.079  0.00
C20 2.257 -3.124 -1.416  0.01
C21 -2.797 3.366 2.057  0.00
H19 5.474 -2.592 3.120  0.00
H20 1.701 -5.190 -1.278  0.00
H21 -5.472 3.767 2.043  0.00
C22 0.492 -2.649 1.492  0.14
H22 -0.172 0.755 2.827  0.00
C23 2.518 -4.479 -1.283  -0.01
H23 -3.694 -2.684 -0.532  0.00
C24 4.879 -4.020 -1.181  0.00
H24 -6.533 -0.286 -0.637  0.00
H25 -3.020 5.250 1.007  0.00
H26 -3.630 2.095 -0.961  0.00
H27 -4.130 -0.385 5.345  0.00
H28 -0.426 5.067 -2.731  0.00
H29 -1.957 1.658 -4.853  0.00
N3 2.514 -1.505 1.994  0.02
C25 -3.571 2.895 -0.223  0.00
H30 4.746 -0.123 3.777  0.00
H31 5.898 -4.371 -1.098  0.00
I1 1.216 3.837 -0.416  0.00
C26 4.624 -2.660 -1.303  0.00
C27 3.829 -4.925 -1.173  0.00
C28 -1.019 0.589 3.493  0.00
C29 -0.838 -0.693 4.295  0.00
H32 -5.086 4.263 -0.894  0.00
H33 1.569 -1.951 -3.894  0.00
N4 0.087 1.793 -2.195  0.00
C30 -5.070 -1.488 -1.705  0.00
H34 -3.087 2.993 3.042  0.00
C31 2.382 0.023 -3.571  0.00
H35 -3.670 -0.985 3.005  0.00
H36 -1.789 4.144 -4.603  0.00
H37 0.881 -1.481 -6.213  0.00
H38 5.570 0.364 -3.005  0.00
H39 5.451 -1.959 -1.305  0.00
H40 -1.054 1.447 4.173  0.00
C32 0.136 3.103 -2.056  0.00
H41 -0.285 -5.929 2.126  0.01
C33 -2.047 -0.954 5.217  0.00
C34 -0.291 -3.832 1.736  0.14
C35 -4.921 3.590 -0.051  0.00
H42 4.031 -5.984 -1.084  0.00
N5 -3.252 -0.119 0.216  0.00
H43 1.318 0.733 -7.206  0.00
Ge1 3.061 -0.343 -1.826  0.00
H44 4.364 -4.790 2.870  0.00
O1 -0.026 -1.613 1.012  0.23
H45 -2.370 -1.992 5.115  0.00
H46 -3.029 0.975 5.249  0.00
C36 5.391 2.606 0.134  0.00
C37 -1.364 2.102 -4.066  0.00
H47 -4.294 0.663 3.142  0.00
C38 -2.747 -0.813 -0.974  0.00
H48 -5.123 -1.226 -2.763  0.00
C39 -4.962 4.362 1.282  0.00
H49 -1.769 -0.811 6.261  0.00
H50 -5.264 0.653 -1.397  0.00
C40 -3.215 -0.032 4.870  0.00
C41 4.455 -2.660 2.765  -0.01
C42 6.499 2.652 -0.699  0.00
C43 3.310 -2.209 -1.436  0.01
C44 -3.656 -1.970 -1.357  0.00
Br2 2.475 -6.768 2.428  0.07
H51 2.449 2.491 -5.893  0.00
H52 1.229 -2.784 -1.502  -0.01
C45 4.376 -0.149 2.752  0.00
C46 2.247 1.527 -5.446  0.00
H53 3.650 0.649 2.624  0.00
C47 1.900 -2.694 1.891  0.09
Sn1 0.793 0.265 0.029  -0.01
C48 -4.698 -0.247 0.460  0.00
N6 -3.147 2.336 1.061  0.00
H54 -5.530 5.284 1.169  0.00
H55 3.488 1.711 0.511  0.00

Computed properties:
HOMO-LUMO gap (spin up / spin down) in eV: 6.69 / 5.15
Spin multiplicity: 2
Electronic energy in hartree: -10343.72805
Energy above the lowest of the compared OMol25 structures with the same formula, charge and spin in eV: 1.094
Total charge: +2
E_LUMO (spin up / spin down) in eV: -6.06 / -7.59